This record from OMol25 describes a cluster of 8 separate species, C24H34Cl8F2O6 in total in a non-equilibrium geometry. The level of theory is ωB97M-V with the def2-TZVPD basis set.

```
! RIJCOSX wB97M-V def2-TZVPD def2/J DEFGRID3
* xyz 0 1
C 14.592 -24.363 15.235
Cl 16.199 -24.751 15.955
Cl 13.346 -25.650 15.631
H 14.264 -23.356 15.490
H 14.794 -24.457 14.168
C 5.775 -22.695 11.956
Cl 5.183 -21.436 13.095
Cl 5.157 -22.486 10.295
H 6.860 -22.727 11.859
H 5.367 -23.643 12.307
C 18.478 -21.362 12.406
Cl 19.241 -20.558 11.041
Cl 16.888 -20.633 12.646
H 18.436 -22.437 12.229
H 18.987 -21.174 13.351
C 11.150 -20.312 11.310
Cl 11.199 -21.462 10.047
Cl 10.978 -21.044 12.898
H 12.134 -19.844 11.313
H 10.322 -19.622 11.149
C 11.429 -27.453 8.920
C 10.645 -27.013 10.168
O 9.960 -28.109 10.703
C 8.953 -27.933 11.514
O 8.718 -26.933 12.147
O 8.279 -29.103 11.629
C 7.058 -29.096 12.387
H 11.746 -26.592 8.332
H 10.752 -28.034 8.294
H 12.294 -28.035 9.239
H 9.877 -26.360 9.753
H 11.196 -26.430 10.907
H 7.194 -29.133 13.467
H 6.468 -29.923 11.991
H 6.475 -28.199 12.175
C 7.609 -16.911 14.202
C 6.522 -16.465 13.234
O 6.889 -16.991 11.958
C 6.213 -16.565 10.864
O 5.289 -15.738 10.868
O 6.736 -17.172 9.842
C 6.154 -17.079 8.536
H 7.725 -17.987 14.333
H 7.474 -16.416 15.164
H 8.581 -16.676 13.767
H 6.503 -15.376 13.287
H 5.524 -16.760 13.557
H 5.185 -17.571 8.447
H 6.843 -17.442 7.774
H 6.044 -16.032 8.256
F 14.371 -21.353 20.732
C 14.398 -20.658 19.646
C 13.224 -20.433 19.010
C 13.167 -19.709 17.845
C 14.275 -19.064 17.370
C 15.510 -19.325 17.969
C 15.584 -20.139 19.128
H 12.393 -20.986 19.423
H 12.274 -19.508 17.272
H 14.191 -18.405 16.519
H 16.446 -18.916 17.619
H 16.503 -20.503 19.565
F 13.335 -15.797 9.485
C 14.466 -15.122 9.191
C 14.369 -13.825 8.773
C 15.573 -13.086 8.624
C 16.791 -13.707 8.848
C 16.835 -15.029 9.271
C 15.665 -15.737 9.459
H 13.411 -13.356 8.599
H 15.481 -12.031 8.414
H 17.722 -13.162 8.877
H 17.776 -15.436 9.610
H 15.657 -16.786 9.715
*
```

The value obtained for the energy above the lowest of the compared OMol25 structures with the same formula, charge and spin is 0.0 kcal per mole. The calculation puts the HOMO energy at -9.3 eV. The HOMO-LUMO gap comes out at 9.53 eV.

---

This record from OMol25 describes a cluster of 8 separate species, C24H34F6O24S2 in total in a non-equilibrium geometry. The level of theory is ωB97M-V with the def2-TZVPD basis set.

```
! RIJCOSX wB97M-V def2-TZVPD def2/J DEFGRID3
* xyz 0 1
O -26.011 20.562 -15.194
S -25.481 21.714 -15.865
O -24.480 21.569 -16.858
O -26.713 22.497 -16.516
C -27.936 22.508 -15.704
C -28.552 23.881 -15.755
C -24.938 22.898 -14.653
H -27.635 22.318 -14.673
H -28.465 21.653 -16.114
H -27.880 24.571 -15.238
H -29.463 23.927 -15.159
H -28.706 24.209 -16.780
H -23.942 22.583 -14.350
H -25.620 22.862 -13.810
H -24.908 23.848 -15.177
O -32.580 24.786 -12.734
S -33.576 23.839 -12.347
O -34.190 23.903 -11.064
O -34.741 23.958 -13.437
C -35.970 23.279 -13.147
C -36.675 22.911 -14.435
C -32.938 22.226 -12.721
H -36.629 23.912 -12.548
H -35.801 22.404 -12.516
H -36.462 23.692 -15.175
H -37.750 23.049 -14.300
H -36.444 21.938 -14.854
H -32.234 22.022 -11.917
H -32.448 22.276 -13.689
H -33.715 21.467 -12.793
C -35.652 16.439 -13.780
C -36.022 17.039 -15.124
O -36.204 18.405 -14.808
C -35.635 18.678 -13.596
O -35.575 19.766 -13.143
O -35.080 17.553 -13.100
F -37.090 16.468 -15.715
H -34.897 15.662 -13.838
H -36.552 16.064 -13.285
H -35.208 17.008 -15.855
C -29.132 18.548 -12.529
C -29.460 19.766 -13.416
O -30.821 19.954 -13.318
C -31.393 19.057 -12.444
O -32.553 18.908 -12.294
O -30.432 18.330 -11.872
F -28.998 19.540 -14.675
H -28.632 18.765 -11.583
H -28.713 17.653 -12.983
H -28.849 20.549 -12.966
C -31.250 14.882 -11.773
C -31.649 14.637 -10.314
O -32.556 13.553 -10.380
C -32.542 13.025 -11.635
O -33.211 12.148 -12.043
O -31.566 13.635 -12.345
F -32.242 15.674 -9.687
H -30.250 15.257 -11.965
H -31.900 15.679 -12.166
H -30.784 14.334 -9.716
C -31.203 16.230 -17.086
C -30.683 15.545 -15.823
O -31.742 14.730 -15.430
C -32.815 14.874 -16.258
O -33.852 14.356 -16.093
O -32.516 15.739 -17.257
F -30.514 16.477 -14.811
H -30.473 16.059 -17.879
H -31.268 17.307 -16.934
H -29.717 15.054 -15.893
C -25.569 12.973 -14.677
C -26.054 12.637 -13.266
O -27.045 13.585 -13.042
C -26.897 14.633 -13.924
O -27.628 15.564 -13.921
O -25.923 14.363 -14.790
F -25.023 12.785 -12.378
H -26.148 12.405 -15.405
H -24.497 12.932 -14.820
H -26.459 11.636 -13.154
C -29.612 26.041 -11.560
C -29.211 25.539 -10.175
O -29.626 24.192 -10.252
C -29.425 23.786 -11.535
O -29.433 22.650 -11.877
O -29.355 24.864 -12.337
F -29.799 26.161 -9.147
H -28.981 26.826 -11.974
H -30.648 26.376 -11.628
H -28.124 25.608 -10.067
*
```

The value obtained for the energy above the lowest of the compared OMol25 structures with the same formula, charge and spin is 6.7 kcal per mole. The calculation puts the HOMO energy at -10.9 eV. The HOMO-LUMO gap comes out at 10.95 eV.

---

This record from OMol25 describes a structure of composition C24H34IN6OS in a non-equilibrium geometry. The level of theory is ωB97M-V with the def2-TZVPD basis set.

```
! RIJCOSX wB97M-V def2-TZVPD def2/J DEFGRID3
* xyz -1 1
C 1.895 -3.250 2.287
C 1.796 -1.661 2.095
O 2.791 -0.904 2.824
C 3.605 -0.086 1.961
C 3.233 1.498 2.033
C 1.665 1.632 1.629
C 1.144 1.916 0.170
C 2.204 2.127 -1.016
C 2.813 0.660 -1.411
C 2.780 0.356 -2.982
C 2.208 -1.082 -3.415
N 2.172 -2.137 -2.376
C 3.490 -2.653 -1.969
N 3.566 -3.951 -1.693
N 4.730 -1.883 -1.784
C -0.395 1.959 -0.042
C -0.993 2.227 -1.522
N -1.266 0.859 -2.101
C -1.380 1.705 1.170
C -2.979 1.704 0.918
C -3.389 0.123 0.879
C -4.875 -0.128 0.369
C -5.044 -0.877 -0.996
C -6.414 -1.187 -1.634
C -7.701 -0.757 -0.891
C -7.525 -0.052 0.479
C -6.160 0.278 1.127
C -0.921 1.437 2.642
N -1.655 1.210 3.846
S -0.442 0.980 5.074
N 1.068 1.115 4.219
C 0.642 1.397 2.865
H 2.063 -3.477 3.390
H 2.643 -3.740 1.579
H 0.851 -3.669 2.013
H 1.731 -1.367 0.977
H 0.771 -1.347 2.534
H 3.678 -0.471 0.887
H 4.682 -0.149 2.385
H 3.853 2.033 1.217
H 3.450 1.957 3.052
H 1.783 2.681 -1.918
H 3.043 2.790 -0.576
H 3.910 0.690 -1.081
H 2.260 -0.083 -0.751
H 2.197 1.184 -3.512
H 3.874 0.413 -3.356
H 2.742 -1.476 -4.362
H 1.114 -0.913 -3.752
H 1.545 -1.934 -1.591
H 2.614 -4.336 -1.842
H 4.954 -1.319 -2.612
H 4.731 -1.331 -0.918
H -0.242 2.812 -2.175
H -1.940 2.867 -1.475
H -0.697 0.199 -1.537
H -0.991 0.806 -3.091
H -3.555 2.160 1.790
H -3.268 2.191 -0.072
H -3.195 -0.366 1.909
H -2.607 -0.362 0.179
H -4.093 -1.198 -1.558
H -6.453 -1.735 -2.634
H -8.725 -0.990 -1.352
H -8.464 0.267 1.046
H -6.042 0.800 2.134
I 1.117 3.835 2.318
*
```

The value obtained for the energy above the lowest of the compared OMol25 structures with the same formula, charge and spin is 268.3 kcal per mole. The calculation puts the HOMO energy at -2.9 eV. The HOMO-LUMO gap comes out at 5.26 eV.

---

This record from OMol25 describes the molecule C24H34N2O2. The level of theory is ωB97M-V with the def2-TZVPD basis set.

```
! RIJCOSX wB97M-V def2-TZVPD def2/J DEFGRID3
* xyz 0 1
C 3.531 -0.199 1.733
N 3.822 -1.046 0.602
C 2.987 -1.213 -0.454
O 3.294 -1.895 -1.414
C 1.642 -0.513 -0.346
H 1.809 0.542 -0.122
C 0.857 -0.668 -1.646
H 1.403 -0.152 -2.438
H 0.840 -1.727 -1.911
C -0.580 -0.138 -1.609
C -0.666 1.341 -1.226
C -2.119 1.810 -1.283
N -2.942 0.998 -0.409
C -3.514 1.561 0.679
O -3.395 2.748 0.923
C -4.321 0.644 1.588
C -5.534 0.044 0.921
C -6.158 0.646 -0.082
C -7.389 0.117 -0.750
C -8.057 -0.974 0.081
C -7.003 -1.960 0.570
C -6.032 -1.250 1.510
H -6.532 -1.033 2.459
H -5.188 -1.908 1.739
H -6.455 -2.356 -0.289
H -7.473 -2.799 1.087
H -8.552 -0.523 0.943
H -8.814 -1.488 -0.514
H -7.112 -0.282 -1.733
H -8.087 0.939 -0.926
H -5.774 1.579 -0.472
H -4.643 1.259 2.434
H -3.673 -0.142 1.984
C -2.922 -0.402 -0.756
H -3.584 -0.967 -0.106
C -1.490 -0.940 -0.675
H -1.480 -1.995 -0.950
H -1.142 -0.849 0.356
H -3.291 -0.507 -1.785
H -2.208 2.846 -0.950
H -2.502 1.727 -2.307
H -0.061 1.944 -1.904
H -0.297 1.487 -0.210
H -0.980 -0.244 -2.626
H 1.092 -0.958 0.486
C 5.164 -1.601 0.535
C 6.198 -0.515 0.399
C 7.182 -0.329 1.359
C 8.110 0.690 1.225
C 8.055 1.539 0.134
C 7.073 1.361 -0.828
C 6.151 0.340 -0.696
H 5.388 0.192 -1.446
H 7.029 2.019 -1.683
H 8.777 2.335 0.030
H 8.874 0.823 1.976
H 7.230 -0.990 2.214
H 5.182 -2.253 -0.343
H 5.350 -2.203 1.431
H 2.552 -0.431 2.155
H 3.557 0.862 1.466
H 4.285 -0.372 2.499
*
```

The value obtained for the energy above the lowest of the compared OMol25 structures with the same formula, charge and spin is 5.6 kcal per mole. The calculation puts the HOMO energy at -8.9 eV. The HOMO-LUMO gap comes out at 9.49 eV.

---

This record from OMol25 describes the molecule C24H34N2O6 in a non-equilibrium geometry. The level of theory is ωB97M-V with the def2-TZVPD basis set.

```
! RIJCOSX wB97M-V def2-TZVPD def2/J DEFGRID3
* xyz 0 1
C -1.644 -0.396 -4.091
C -1.429 0.662 -3.012
H -1.397 1.656 -3.467
O -2.503 0.713 -2.085
C -2.420 -0.198 -1.022
C -3.827 -0.483 -0.474
C -3.755 -1.670 0.493
C -5.122 -2.259 0.839
C -4.972 -3.607 1.549
O -4.357 -4.583 0.743
H -4.880 -4.693 -0.059
H -4.324 -3.500 2.421
H -5.958 -3.958 1.887
H -5.702 -2.402 -0.078
H -5.684 -1.589 1.491
H -3.156 -2.464 0.040
H -3.250 -1.359 1.409
C -4.405 0.770 0.202
C -3.335 1.436 1.012
C -2.042 1.177 0.859
O -1.525 0.271 -0.039
C -1.000 1.791 1.755
O -1.046 1.633 2.962
N -0.057 2.543 1.154
C 0.064 2.796 -0.259
H -0.826 2.460 -0.786
C 1.314 2.091 -0.791
N 2.473 2.585 -0.071
C 3.743 2.163 -0.647
C 3.971 0.669 -0.630
C 3.519 -0.121 -1.677
C 3.642 -1.509 -1.668
C 4.235 -2.074 -0.566
C 4.700 -1.289 0.490
C 4.579 0.077 0.482
H 4.951 0.669 1.302
O 5.256 -2.098 1.445
C 5.116 -3.417 0.965
O 4.487 -3.394 -0.298
H 6.110 -3.883 0.873
H 4.506 -4.004 1.671
H 3.291 -2.115 -2.486
H 3.064 0.350 -2.536
H 4.533 2.666 -0.085
H 3.765 2.531 -1.677
C 2.348 2.301 1.348
C 1.099 2.997 1.893
H 0.946 2.753 2.945
H 1.198 4.080 1.773
H 3.231 2.689 1.859
H 2.268 1.220 1.548
H 1.439 2.321 -1.852
H 1.183 1.002 -0.672
H 0.177 3.877 -0.404
H -3.635 2.161 1.750
C -5.021 1.750 -0.800
H -5.855 1.283 -1.320
H -5.387 2.632 -0.279
H -4.280 2.053 -1.532
H -5.199 0.456 0.888
H -4.447 -0.750 -1.336
H -1.964 -1.139 -1.367
H -0.486 0.483 -2.484
H -0.833 -0.350 -4.813
H -1.668 -1.393 -3.659
H -2.586 -0.217 -4.602
*
```

The value obtained for the energy above the lowest of the compared OMol25 structures with the same formula, charge and spin is 48.3 kcal per mole. The calculation puts the HOMO energy at -8.1 eV. The HOMO-LUMO gap comes out at 8.75 eV.

---

This record from OMol25 describes a structure of composition C24H34N4O5S in a non-equilibrium geometry. The level of theory is ωB97M-V with the def2-TZVPD basis set.

```
! RIJCOSX wB97M-V def2-TZVPD def2/J DEFGRID3
* xyz 0 1
C 2.424 -5.247 -1.623
C 1.461 -4.250 -2.510
O 0.350 -3.639 -1.718
C 0.739 -2.601 -1.076
C 2.005 -1.908 -1.186
C 2.222 -0.947 -0.221
C 1.267 -0.477 0.556
C -0.267 -1.023 0.375
C -0.404 -2.192 -0.390
H -1.250 -2.619 -0.380
H -1.157 -0.786 1.124
C 1.154 0.754 1.312
N 0.290 1.190 2.171
C -0.905 1.761 2.037
O -0.906 2.477 0.820
C -2.021 1.578 2.822
H -2.051 0.736 3.166
C -3.272 1.907 1.919
C -3.641 0.980 0.874
O -4.169 -0.161 1.001
N -2.818 1.146 -0.385
C -2.564 0.067 -1.178
N -1.752 0.304 -2.116
C -1.671 -0.819 -2.940
C -2.979 -1.615 -2.868
S -3.620 -1.112 -1.338
H -2.768 -2.469 -3.414
H -1.196 -0.737 -3.800
H -1.976 1.829 -0.221
H -4.185 1.932 2.577
H -3.398 2.925 1.484
H -2.159 2.414 3.470
C 0.373 0.513 3.709
H -0.198 1.022 4.260
C 0.198 -1.019 3.664
O -1.354 -1.289 3.615
C -1.657 -2.550 3.244
H -0.802 -3.180 2.762
H -1.378 -3.175 4.329
H -2.628 -2.837 3.201
H 0.923 -1.472 3.073
H 0.522 -1.596 4.868
H 1.479 0.609 3.942
H 2.349 0.728 1.857
C 1.443 2.032 0.439
O 2.083 3.259 1.028
N 1.368 2.061 -0.803
H 0.788 1.349 -1.065
C 1.248 3.031 -1.837
C 2.832 3.323 -1.862
H 3.431 2.660 -2.096
H 3.059 3.928 -0.928
H 2.839 4.407 -2.617
C 1.104 2.423 -3.100
H 1.775 1.642 -3.303
H 0.026 1.923 -2.863
H 1.028 3.114 -4.045
C 0.495 4.087 -1.485
H 0.645 4.561 -0.431
H -0.388 3.900 -1.219
H 0.564 5.071 -2.310
H 3.144 -0.402 -0.053
H 2.771 -2.324 -1.566
H 1.027 -5.171 -3.286
H 2.159 -3.608 -3.148
H 1.854 -5.968 -1.187
H 3.013 -4.655 -0.976
H 3.083 -5.794 -2.154
*
```

The value obtained for the energy above the lowest of the compared OMol25 structures with the same formula, charge and spin is 575.2 kcal per mole. The calculation puts the HOMO energy at -8.0 eV. The HOMO-LUMO gap comes out at 8.27 eV.

---

This record from OMol25 describes a structure of composition C24H34NOs in a non-equilibrium geometry. The level of theory is ωB97M-V with the def2-TZVPD basis set.

```
! RIJCOSX wB97M-V def2-TZVPD def2/J DEFGRID3
* xyz 1 5
C 0.790 -2.120 0.675
C 1.703 -1.348 -0.121
C 1.183 -1.287 -1.449
C -0.087 -1.958 -1.472
C -0.302 -2.516 -0.166
Os -0.233 -0.416 -0.020
C -2.643 1.011 -0.242
C -1.989 0.629 0.938
H -1.759 1.418 1.660
C -1.820 -0.737 1.338
H -2.588 -1.436 1.007
H -1.418 -0.941 2.334
C -2.766 2.470 -0.550
H -2.158 3.076 0.133
H -2.428 2.694 -1.574
H -3.810 2.811 -0.473
C -3.314 0.070 -1.177
H -3.159 -0.986 -0.919
H -4.402 0.256 -1.218
H -2.943 0.211 -2.209
C 3.028 -0.798 0.317
H 3.017 -0.539 1.380
H 3.828 -1.533 0.160
H 3.287 0.098 -0.259
C 1.957 -0.795 -2.637
H 2.488 0.134 -2.407
H 2.709 -1.539 -2.937
H 1.308 -0.616 -3.498
C -0.912 -2.268 -2.689
H -0.917 -1.430 -3.392
H -0.500 -3.140 -3.212
H -1.946 -2.497 -2.418
C -1.346 -3.537 0.174
H -2.294 -3.307 -0.321
H -1.028 -4.536 -0.159
H -1.509 -3.579 1.253
C 1.037 -2.605 2.070
H 0.099 -2.886 2.554
H 1.686 -3.491 2.055
H 1.525 -1.835 2.672
C 0.152 1.445 -1.231
C 0.776 2.552 -0.694
C -0.251 1.429 -2.559
C 1.126 3.621 -1.537
H 1.014 2.574 0.372
C 0.126 2.469 -3.415
H -0.841 0.599 -2.957
C 0.821 3.567 -2.901
H 1.640 4.485 -1.111
H -0.130 2.397 -4.476
H 1.120 4.378 -3.568
C 2.269 1.391 4.860
C 0.833 0.993 4.486
C 0.731 0.735 3.065
N 0.697 0.796 1.896
H 2.969 0.586 4.598
H 2.375 1.604 5.928
H 2.549 2.292 4.297
H 0.519 0.079 5.013
H 0.132 1.808 4.737
*
```

The calculation puts the HOMO energy (spin up / spin down) at -8.9 / -11.2 eV. As for the expectation value of S²: 6.03. The HOMO-LUMO gap (spin up / spin down) comes out at 6.78 / 6.11 eV.